This record from the Open Molecules 2025 dataset describes C52H37BeF9NO2P2S as an isolated structure. The level of theory is wB97M-V/def2-TZVPD.

```
105
Properties=species:S:1:pos:R:3:forces:R:3:mulliken_charge:R:1
Be 15.4612 -6.7108 13.7392 -0.706 0.829 0.450 -0.666
O 17.2846 -3.8762 14.9403 0.247 0.530 -0.084 -0.639
C 16.2080 -4.3877 14.8412 -0.584 -1.899 0.030 0.336
O 16.1205 -5.7390 14.6726 -0.135 1.173 -0.084 0.617
C 14.9065 -3.6042 15.0301 0.755 -0.014 -0.003 0.333
C 15.0940 -2.4227 15.7666 0.425 -0.185 -0.003 -0.931
C 14.0682 -1.5328 15.9757 -0.421 0.062 -0.648 -0.732
C 12.8111 -1.8596 15.4685 -0.456 -0.167 0.290 -0.729
C 12.5702 -3.0830 14.8167 0.236 0.926 0.757 -0.542
C 13.6384 -3.9544 14.5338 -0.397 0.869 0.473 0.420
P 13.3442 -5.3687 13.4640 0.463 -1.392 -0.093 1.670
C 12.9298 -4.6921 11.8157 -0.322 0.745 -0.039 0.583
C 12.9709 -3.3069 11.5096 -0.337 -0.301 -0.874 -0.640
C 12.5300 -2.8753 10.2400 0.075 0.236 0.022 -0.607
C 11.9710 -3.8024 9.3193 0.757 1.066 1.097 -0.623
C 11.9201 -5.1430 9.6527 -0.102 -0.219 -0.211 -0.850
C 12.4209 -5.5968 10.8626 0.431 -0.923 0.618 -0.424
C 11.7683 -6.1428 14.0071 0.334 0.131 0.120 0.053
C 10.5547 -5.7313 13.4857 -0.914 0.563 0.233 -0.143
C 9.3529 -6.3125 13.9256 0.165 0.560 -0.621 -0.814
C 9.3554 -7.2407 14.9297 1.119 -1.062 0.703 -0.713
C 10.6067 -7.6633 15.4960 -0.540 0.568 -0.399 -0.607
C 11.8051 -7.1491 15.0016 -0.325 0.430 0.031 -0.580
H 16.0777 -2.1835 16.1672 -0.121 -0.265 -0.276 0.481
H 14.2640 -0.5673 16.4449 -0.191 -0.380 0.040 0.411
H 11.9920 -1.1563 15.6479 0.147 -0.395 -0.168 0.420
H 11.5216 -3.3161 14.6193 0.452 -0.141 -0.411 0.385
H 13.3049 -2.5078 12.1899 -0.030 -0.840 -0.091 0.303
H 12.6501 -1.7707 10.0393 -0.414 -1.473 -0.095 0.343
H 11.5961 -3.4968 8.3591 -0.054 0.269 -0.141 0.440
H 11.4593 -5.8212 8.9358 0.222 -0.055 0.244 0.434
H 12.4186 -6.7072 11.0910 -0.148 1.465 -0.197 0.503
H 10.4429 -4.8538 12.8295 0.456 -0.690 0.017 0.401
H 8.4131 -5.9947 13.4633 0.332 -0.084 0.261 0.412
H 8.4024 -7.6712 15.2345 0.367 0.027 0.231 0.396
H 10.6589 -8.3360 16.3520 -0.251 -0.028 -0.329 0.517
H 12.7724 -7.4696 15.4317 -0.665 0.328 -0.303 0.551
F 12.6181 -14.4187 17.1816 -0.533 1.677 0.795 -0.272
C 11.9629 -13.2584 17.6366 -1.148 -2.450 0.169 0.848
F 10.7773 -13.2666 17.0001 0.228 0.261 -0.249 -0.282
F 11.6336 -13.4753 18.9337 0.897 0.271 -0.433 -0.257
C 12.7629 -12.0489 17.3521 0.878 0.819 -0.116 0.269
C 12.2504 -11.0941 16.4463 0.820 -1.822 1.114 -1.068
C 13.1138 -10.1416 15.9621 0.459 0.515 -0.326 -0.268
C 14.4517 -10.0794 16.3439 -0.432 -1.051 0.284 -0.159
C 14.9190 -11.0394 17.2733 0.545 0.816 0.482 -0.166
C 14.0953 -11.9758 17.8643 -1.524 0.125 -1.117 -1.423
P 15.5566 -8.7646 15.7180 -1.194 0.054 -0.915 1.464
C 16.9821 -9.6701 15.1648 3.051 -0.357 -1.186 0.348
C 16.9361 -10.9029 14.4543 -1.700 0.469 0.708 -0.699
C 18.0433 -11.4827 13.8950 1.937 -0.301 -0.458 -1.119
C 19.3160 -10.8318 14.0310 -1.419 0.079 -0.009 0.293
C 19.4025 -9.5933 14.6700 -0.339 -0.184 0.160 -0.860
C 18.2680 -9.0107 15.2301 -1.832 -0.975 -0.161 -0.526
C 20.4976 -11.4774 13.3842 1.222 -0.967 0.414 0.731
F 20.3327 -11.5414 12.0450 0.167 -0.096 0.363 -0.230
F 20.6672 -12.7683 13.8463 -0.319 1.167 -0.632 -0.266
F 21.6930 -10.8572 13.6193 -1.172 -0.179 -0.217 -0.293
C 16.0852 -8.1015 17.2736 -0.013 1.370 1.489 0.882
C 16.9988 -8.7792 18.0721 0.149 -0.011 -0.053 -0.159
C 17.3486 -8.2947 19.3026 0.047 1.577 1.429 -1.467
C 16.7942 -7.0792 19.8248 -0.827 -1.560 -2.214 0.153
C 15.8333 -6.4111 19.0331 0.420 0.163 1.331 -0.945
C 15.5064 -6.9152 17.7884 0.258 -0.425 -1.335 -0.386
C 17.2486 -6.5831 21.1304 1.838 0.975 2.472 0.842
F 17.3665 -7.5625 22.0977 -0.442 0.809 -1.270 -0.259
F 18.5271 -6.0430 21.0416 -1.146 -0.626 -0.244 -0.257
F 16.5018 -5.5875 21.6678 0.045 -0.853 -0.628 -0.268
H 11.2404 -11.2143 16.0891 -0.042 0.165 -0.089 0.592
H 12.7298 -9.4743 15.2182 -0.005 0.336 -0.225 0.840
H 15.9582 -10.9706 17.6064 -0.442 -0.194 -0.142 0.189
H 14.4175 -12.6531 18.6555 0.063 0.091 -0.426 0.462
H 15.9570 -11.4256 14.3674 0.793 0.420 0.059 0.418
H 17.9792 -12.4592 13.3385 0.052 1.186 0.741 0.373
H 20.3311 -9.0484 14.7811 0.155 -0.266 -0.199 0.521
H 18.3156 -8.0546 15.7445 0.227 -0.080 -0.156 0.510
H 17.4908 -9.6838 17.7352 -0.049 0.120 -0.060 0.440
H 18.1020 -8.8179 19.8807 -0.107 0.034 0.075 0.427
H 15.3349 -5.5033 19.4223 0.473 -0.589 -0.358 0.451
H 14.8707 -6.3332 17.1107 -0.013 -0.244 0.431 0.174
N 15.9581 -7.2258 12.3086 -0.400 0.730 -0.899 0.585
S 16.7379 -6.2211 11.2376 -0.832 -0.876 1.426 0.334
C 16.4108 -6.9399 9.6222 0.187 0.247 0.066 0.363
C 15.2630 -7.6916 9.4452 0.373 -0.080 -0.145 0.047
C 15.1187 -8.4075 8.2581 0.373 0.688 0.067 -0.927
C 16.0097 -8.1907 7.2142 0.130 0.257 0.364 -0.470
C 17.0774 -7.2863 7.3618 0.241 -0.190 -0.755 -0.642
C 17.3201 -6.7070 8.5852 0.411 0.479 0.929 -0.290
C 18.3756 -6.7016 11.5584 2.716 -1.685 -0.951 0.418
C 18.9682 -7.8446 10.9525 0.811 0.489 0.550 -0.249
C 20.3389 -8.1421 11.1945 -1.005 0.082 -0.373 -0.970
C 21.1220 -7.2633 11.9069 -0.239 1.093 0.896 -0.355
C 20.5342 -6.1379 12.5297 0.059 -1.628 -0.582 -0.912
C 19.1704 -5.9677 12.4481 -0.618 0.694 -0.336 -0.172
H 15.8984 -8.1467 11.9189 0.126 -0.600 0.036 0.497
H 14.5041 -7.7084 10.2052 -0.087 -0.279 0.288 0.386
H 14.3038 -9.1000 8.1750 -0.279 -0.120 -0.240 0.458
H 15.8469 -8.7349 6.3023 0.156 0.007 -0.336 0.426
H 17.7719 -7.0327 6.5401 -0.590 -0.471 0.424 0.395
H 18.2346 -6.1105 8.7938 -0.808 -0.418 -0.406 0.458
H 18.4166 -8.5084 10.3012 -0.121 0.087 -0.018 0.553
H 20.8164 -9.0321 10.7898 -0.401 0.087 -0.071 0.465
H 22.1759 -7.4393 12.0913 -0.040 -0.106 -0.307 0.423
H 21.1435 -5.4622 13.0885 0.133 0.249 0.459 0.456
H 18.6972 -5.2490 13.0855 -0.194 0.733 0.069 0.352
```
Positions in Å, forces in eV/Å.

The value obtained for the energy relative to the best compared isomer or geometry (same formula, charge and spin) is 0.0 kJ/mol. The value obtained for the orbital gap is 0.313 Eh. As for the net charge: +1. Its HOMO energy is -11.05 eV.